Arrangement w

The following is a DFT calculation (ωB97M-V with the def2-TZVPD basis set) of C2H3N3O3 as an isolated structure.

Last column: natural (NBO) charge in e.
CARTESIAN COORDINATES (ANGSTROEM)
C (-0.592, -1.175, 0.287)  0.393
C (0.288, 0.090, 0.784)  0.577
H (1.927, 1.518, -0.501)  0.391
H (0.462, 2.674, -0.701)  0.386
H (-1.914, -2.511, 0.605)  0.478
N (0.993, 1.688, -0.840)  -0.641
N (0.468, 0.563, -0.435)  -0.029
N (-1.077, -1.033, -0.785)  -0.212
O (-0.354, -0.044, -1.421)  -0.187
O (-0.856, -2.092, 1.122)  -0.597
O (0.655, 0.321, 1.885)  -0.558

* E_LUMO: 0.14 eV
* frontier orbital gap: 9.6 eV
* HOMO level: -9.47 eV
* total charge: 0

Arrangement x

The following is a DFT calculation (ωB97M-V with the def2-TZVPD basis set) of C2H3N3O3 as an isolated structure.

Last column: natural (NBO) charge in e.
CARTESIAN COORDINATES (ANGSTROEM)
C (-0.507, 0.604, 0.002)  0.740
C (1.576, -0.020, 0.123)  0.739
H (-3.386, -0.721, -0.612)  0.350
H (-2.113, -1.316, 0.827)  0.312
H (3.570, -0.250, -0.444)  0.545
N (-2.183, -0.599, -0.176)  -0.661
N (-1.816, 0.566, 0.207)  -0.367
N (1.615, 1.272, 0.059)  -0.248
O (0.220, 1.738, -0.072)  -0.305
O (2.659, -0.809, -0.025)  -0.658
O (0.365, -0.466, 0.112)  -0.448

* E_LUMO: -0.22 eV
* frontier orbital gap: 8.0 eV
* HOMO level: -8.19 eV
* total charge: 0

Stability check: which of them is most stable? arrangement w.

Arrangement w

The following is a DFT calculation (ωB97M-V with the def2-TZVPD basis set) of one molecule with the formula C2H3N3O3.

Last column: natural (NBO) charge in e.
CARTESIAN COORDINATES (ANGSTROEM)
H (-3.020, -0.516, -0.349)  0.377
N (-2.353, 0.193, -0.338)  -0.706
C (-1.185, 0.110, 0.087)  0.658
N (-0.383, -1.068, 0.492)  -0.326
O (0.886, -0.973, 0.014)  -0.387
C (1.771, -0.001, 0.052)  0.847
O (2.902, -0.070, -0.402)  -0.562
N (1.011, 1.078, 0.440)  -0.381
O (-0.363, 1.102, -0.111)  -0.340
H (-0.659, -1.964, -0.300)  0.397
H (1.394, 2.108, 0.416)  0.423

* E_LUMO: 0.27 eV
* frontier orbital gap: 10.3 eV
* HOMO level: -10.01 eV
* total charge: 0
* SMILES string: [H]/N=C1\NOC(=O)NO1

Arrangement x

The following is a DFT calculation (ωB97M-V with the def2-TZVPD basis set) of a 2-piece molecular cluster, C2H3N3O3 overall.

Last column: natural (NBO) charge in e.
CARTESIAN COORDINATES (ANGSTROEM)
C (0.346, 1.487, 0.114)  0.291
C (-0.020, -0.405, 1.173)  0.733
H (-0.300, 0.238, -2.501)  0.492
H (0.377, 2.596, -0.121)  0.235
H (1.045, -2.067, -0.496)  0.403
N (0.430, 0.576, -0.804)  -0.074
N (0.129, 1.053, 1.286)  -0.491
N (-0.387, -0.482, -0.256)  -0.064
O (-0.271, 1.217, -1.832)  -0.541
O (-0.008, -1.378, 1.842)  -0.502
O (-0.256, -1.750, -0.783)  -0.482

* E_LUMO: -0.60 eV
* frontier orbital gap: 9.6 eV
* HOMO level: -10.19 eV
* total charge: 0

Stability check: which of them is most stable? arrangement w.

Arrangement w

The following is a DFT calculation (ωB97M-V with the def2-TZVPD basis set) of one molecule with the formula C2H3N3O3.

Last column: natural (NBO) charge in e.
CARTESIAN COORDINATES (ANGSTROEM)
O (-1.663, -1.309, 0.167)  -0.590
C (-0.756, -0.552, -0.130)  0.507
C (-0.593, 0.892, -0.432)  0.379
O (-1.589, 1.822, -0.481)  -0.635
N (0.631, 1.275, -0.407)  -0.273
N (1.367, 0.150, -0.050)  -0.257
N (0.535, -0.920, 0.032)  0.011
O (0.828, -2.013, 0.801)  -0.496
H (-1.157, 2.659, -0.429)  0.492
H (2.145, -0.025, -0.647)  0.378
H (0.252, -1.978, 1.576)  0.484

* E_LUMO: 0.37 eV
* frontier orbital gap: 9.6 eV
* HOMO level: -9.22 eV
* total charge: 0
* SMILES string: O=c1c(O)n[nH]n1O

Arrangement x

The following is a DFT calculation (ωB97M-V with the def2-TZVPD basis set) of C2H3N3O3 as an isolated structure.

Last column: natural (NBO) charge in e.
CARTESIAN COORDINATES (ANGSTROEM)
C (-0.377, -0.603, -0.097)  0.563
C (0.881, 1.061, 0.145)  0.759
H (-3.311, -0.801, -0.859)  0.483
H (0.816, -2.137, 0.718)  0.413
H (2.246, 2.018, 0.553)  0.528
N (-1.420, -1.238, -0.368)  -0.277
N (0.893, -0.973, 0.037)  -0.463
N (1.853, 0.052, 0.068)  -0.406
O (-2.413, -0.276, -0.744)  -0.589
O (1.180, 2.186, 0.694)  -0.597
O (-0.348, 0.710, -0.145)  -0.414

* E_LUMO: 0.35 eV
* frontier orbital gap: 8.1 eV
* HOMO level: -7.77 eV
* total charge: 0

Stability check: which of them is most stable? arrangement w.